(1)
Molecular formula: C50H40Br3F4N2OPSSbV
Method: DFT, wB97M-V/def2-TZVPD

Structure (XYZ):
```
104
C50H40Br3F4N2OPSSbV | the OMol25 dataset | wB97M-V/def2-TZVPD
V -0.109 -0.830 -0.231
Br 6.198 -2.905 2.621
C 4.437 -3.195 2.007
C 4.093 -4.400 1.405
C 2.847 -4.460 0.820
N 1.942 -3.482 0.846
C 2.206 -2.398 1.604
C 3.495 -2.207 2.144
C 1.105 -1.563 2.036
C 1.230 -0.823 3.234
C 0.107 -0.480 3.920
Br 0.212 0.514 5.524
C -1.164 -0.902 3.465
C -1.232 -1.469 2.230
N -0.151 -1.704 1.450
H 4.787 -5.224 1.345
H 2.557 -5.349 0.275
H 3.745 -1.278 2.635
H 2.206 -0.589 3.632
H -2.043 -0.766 4.075
H -2.191 -1.751 1.803
F 0.162 -0.709 -7.356
C 0.242 -1.108 -6.098
C -0.260 -2.335 -5.712
F -0.844 -3.127 -6.601
C -0.159 -2.746 -4.390
F -0.678 -3.949 -4.131
C 0.433 -1.972 -3.395
P 0.821 -2.541 -1.628
C -0.089 -4.113 -1.492
C 0.357 -5.366 -1.899
C -0.414 -6.492 -1.654
C -1.634 -6.380 -1.006
C -2.098 -5.131 -0.622
C -1.327 -4.006 -0.862
C 2.603 -2.669 -2.069
C 3.061 -3.532 -3.061
C 4.407 -3.562 -3.390
C 5.303 -2.724 -2.743
C 4.851 -1.844 -1.772
C 3.506 -1.813 -1.441
C 0.892 -0.715 -3.813
Br 1.635 0.541 -2.619
C 0.810 -0.299 -5.132
F 1.276 0.898 -5.484
H 1.297 -5.476 -2.423
H -0.065 -7.465 -1.976
H -2.223 -7.262 -0.795
H -3.060 -5.033 -0.136
H -1.679 -3.029 -0.548
H 2.371 -4.187 -3.579
H 4.755 -4.241 -4.157
H 6.354 -2.756 -2.999
H 5.545 -1.187 -1.264
H 3.158 -1.123 -0.686
C -3.233 0.501 -0.783
C -2.312 0.148 -1.958
C -2.072 1.386 -2.824
C -2.932 -0.981 -2.783
O -1.070 -0.277 -1.419
H -4.219 0.802 -1.135
H -2.794 1.325 -0.215
H -3.340 -0.370 -0.129
H -3.012 1.888 -3.046
H -1.597 1.106 -3.766
H -1.415 2.074 -2.289
H -3.910 -0.677 -3.154
H -3.047 -1.881 -2.176
H -2.300 -1.219 -3.638
S 0.652 1.382 0.792
Sb -0.483 3.128 1.764
C 0.938 4.395 2.695
C 1.332 5.562 2.052
C 2.274 6.383 2.654
C 2.809 6.038 3.887
C 2.408 4.873 4.526
C 1.472 4.042 3.928
C -1.967 2.711 3.237
C -1.989 3.440 4.419
C -2.999 3.208 5.342
C -3.979 2.261 5.079
C -3.954 1.540 3.894
C -2.945 1.762 2.969
C -1.498 4.317 0.325
C -2.700 4.922 0.671
C -3.306 5.793 -0.222
C -2.709 6.055 -1.448
C -1.517 5.433 -1.796
C -0.906 4.560 -0.908
H 0.902 5.831 1.094
H 2.586 7.293 2.161
H 3.543 6.682 4.355
H 2.821 4.611 5.491
H 1.161 3.131 4.426
H -1.233 4.190 4.619
H -3.028 3.780 6.260
H -4.766 2.087 5.801
H -4.729 0.814 3.683
H -2.923 1.201 2.042
H -3.159 4.721 1.633
H -4.233 6.281 0.049
H -3.174 6.749 -2.135
H -1.054 5.641 -2.751
H 0.026 4.073 -1.175
```

**Molar mass**: 1236.33 g mol⁻¹
**Net charge**: +1
**2S+1**: 4
**E_HOMO (spin up / spin down)**: -0.3097 / -0.4010 Eh
**LUMO energy (spin up / spin down)**: -0.098 / -0.113 Ha
**Relative energy (zero: lowest compared OMol25 entry of this formula, charge and spin)**: 66.0 kcal/mol

=====

(2)
Molecular formula: C50H40CsN3O4
Method: DFT, wB97M-V/def2-TZVPD

Structure (XYZ):
```
98
C50H40CsN3O4 | the OMol25 dataset | wB97M-V/def2-TZVPD
Cs -0.275 -0.134 0.639
C 2.278 0.116 -1.945
O 2.227 1.086 -0.913
C 3.291 1.899 -0.744
C 4.270 2.100 -1.710
C 5.335 2.962 -1.467
C 5.429 3.626 -0.256
C 4.454 3.429 0.713
C 3.372 2.580 0.490
N 2.393 2.285 1.448
N 2.278 3.174 2.336
C 1.419 2.993 3.381
C 0.712 1.763 3.675
O 0.816 0.697 3.045
C -0.174 1.813 4.842
C -0.303 2.895 5.631
C 0.431 4.099 5.375
C 0.308 5.218 6.213
C 1.010 6.375 5.972
C 1.859 6.427 4.856
C 1.990 5.346 4.017
C 1.287 4.138 4.247
H 2.080 0.566 -2.924
H 1.523 -0.631 -1.700
H 3.253 -0.381 -1.962
H 4.201 1.589 -2.661
H 6.092 3.101 -2.231
H 6.267 4.283 -0.058
H 4.517 3.918 1.676
H -0.724 0.900 5.039
H -0.973 2.877 6.486
H -0.363 5.151 7.064
H 0.906 7.234 6.624
H 2.416 7.334 4.648
H 2.637 5.401 3.154
O -2.112 1.318 -0.344
C -3.343 1.262 -0.851
C -4.147 0.051 -0.203
C -3.770 -1.313 -0.701
C -4.511 -1.886 -1.737
C -4.183 -3.151 -2.186
C -3.120 -3.808 -1.600
C -2.407 -3.177 -0.579
C -1.227 -3.875 0.031
C 0.147 -3.570 -0.706
O 0.544 -2.309 -0.482
C 1.238 -4.536 -0.199
C 2.476 -4.481 -0.845
C 3.547 -5.247 -0.423
C 3.414 -6.090 0.678
C 2.199 -6.145 1.337
C 1.121 -5.378 0.900
C -0.095 -3.871 -2.207
C -0.361 -2.808 -3.062
C -0.677 -3.027 -4.395
C -0.715 -4.320 -4.901
C -0.432 -5.390 -4.060
C -0.123 -5.164 -2.725
N -2.749 -1.964 -0.130
C -4.142 2.570 -0.561
C -5.528 2.721 -0.615
C -6.132 3.945 -0.352
C -5.360 5.049 -0.022
C -3.980 4.909 0.054
C -3.385 3.683 -0.206
C -3.312 1.070 -2.399
C -4.435 1.043 -3.224
C -4.321 0.807 -4.588
C -3.073 0.598 -5.159
C -1.946 0.639 -4.351
C -2.067 0.876 -2.988
H -5.224 0.168 -0.350
H -3.933 0.129 0.863
H -5.331 -1.336 -2.177
H -4.744 -3.616 -2.988
H -2.818 -4.792 -1.936
H -1.426 -4.952 0.027
H -1.102 -3.538 1.062
H 2.586 -3.804 -1.684
H 4.496 -5.182 -0.943
H 4.253 -6.686 1.019
H 2.083 -6.786 2.205
H 0.186 -5.437 1.441
H -0.340 -1.808 -2.643
H -0.915 -2.185 -5.035
H -0.961 -4.494 -5.942
H -0.448 -6.403 -4.448
H 0.095 -6.004 -2.074
H -6.167 1.878 -0.848
H -7.212 4.031 -0.397
H -5.829 6.004 0.188
H -3.364 5.757 0.329
H -2.316 3.531 -0.129
H -5.420 1.205 -2.805
H -5.211 0.782 -5.207
H -2.981 0.406 -6.222
H -0.963 0.485 -4.783
H -1.202 0.922 -2.339
```

**Molar mass**: 879.79 g mol⁻¹
**Net charge**: -2
**2S+1**: 1
**E_HOMO**: -0.0715 Eh
**LUMO energy**: 0.139 Ha

=====

(3)
Molecular formula: C50H42AsN6S5SbTc
Method: DFT, wB97M-V/def2-TZVPD

Structure (XYZ):
```
106
C50H42AsN6S5SbTc | the OMol25 dataset | wB97M-V/def2-TZVPD
Tc -1.486 -0.192 -0.012
C -1.530 0.844 -5.533
C -0.823 2.170 -5.581
C -0.135 2.575 -6.722
C 0.480 3.814 -6.796
C 0.419 4.684 -5.717
C -0.241 4.293 -4.563
C -0.854 3.047 -4.495
N -1.545 2.679 -3.310
C -1.134 1.705 -2.444
N 0.074 1.187 -2.727
C 0.794 0.110 -2.165
C 0.330 -0.606 -1.063
C 1.172 -1.650 -0.635
C 2.366 -1.956 -1.261
C 2.785 -1.208 -2.349
C 2.012 -0.163 -2.816
C 2.479 0.657 -3.989
N -1.896 1.333 -1.448
C -3.101 2.116 -1.292
C -4.312 1.582 -1.729
C -5.478 2.310 -1.618
C -5.438 3.583 -1.059
C -4.238 4.105 -0.628
C -3.040 3.394 -0.741
C -1.758 4.035 -0.288
H -1.648 0.441 -6.538
H -2.521 0.958 -5.088
H -0.982 0.110 -4.936
H -0.101 1.905 -7.573
H 1.000 4.103 -7.699
H 0.890 5.656 -5.766
H -0.281 4.944 -3.699
H -2.305 3.260 -2.992
H 0.555 1.677 -3.464
H 0.908 -2.228 0.237
H 2.980 -2.769 -0.891
H 3.724 -1.431 -2.841
H 3.434 0.283 -4.355
H 2.627 1.708 -3.721
H 1.776 0.626 -4.826
H -4.333 0.574 -2.118
H -6.418 1.881 -1.940
H -6.349 4.155 -0.944
H -4.210 5.084 -0.167
H -1.878 4.386 0.738
H -1.513 4.894 -0.918
H -0.920 3.340 -0.298
N -1.719 -4.221 1.254
C -1.079 -3.858 2.430
C -0.725 -4.597 3.553
C -0.042 -3.914 4.538
C 0.266 -2.551 4.414
C -0.096 -1.822 3.304
C -0.775 -2.499 2.293
N -1.224 -2.070 1.050
C -1.773 -3.116 0.475
C -2.319 -3.020 -0.866
C -2.763 -3.982 -1.720
S -3.205 -3.272 -3.209
C -2.755 -1.741 -2.616
N -2.329 -1.749 -1.388
H -2.098 -5.123 1.032
H -0.965 -5.647 3.646
H 0.266 -4.442 5.430
H 0.793 -2.055 5.217
H 0.102 -0.766 3.220
H -2.838 -5.044 -1.559
H -2.821 -0.840 -3.209
S -2.567 0.080 4.678
Sb -2.862 1.212 2.765
S -0.680 1.234 1.553
S -3.684 -0.182 0.975
S -3.732 3.277 2.770
C 3.944 -3.514 4.805
C 3.851 -2.264 5.399
C 3.529 -1.148 4.638
C 3.296 -1.273 3.274
C 3.387 -2.532 2.686
C 3.715 -3.646 3.443
As 2.759 0.215 2.109
C 2.663 1.617 3.444
C 1.588 1.897 4.275
C 1.672 2.961 5.164
C 2.821 3.742 5.208
C 3.893 3.470 4.372
C 3.822 2.402 3.485
C 4.878 1.993 2.538
C 6.119 2.602 2.387
C 7.018 2.110 1.453
C 6.686 1.018 0.661
C 5.446 0.409 0.802
C 4.551 0.889 1.742
H 4.193 -4.382 5.401
H 4.028 -2.155 6.461
H 3.457 -0.179 5.115
H 3.185 -2.647 1.627
H 3.783 -4.619 2.972
H 0.682 1.304 4.238
H 0.835 3.184 5.812
H 2.877 4.574 5.898
H 4.779 4.092 4.416
H 6.390 3.456 2.995
H 7.985 2.582 1.340
H 7.395 0.643 -0.067
H 5.182 -0.435 0.176
```

**Molar mass**: 1181.95 g mol⁻¹
**Net charge**: 0
**2S+1**: 4
**E_HOMO (spin up / spin down)**: -0.2552 / -0.2542 Eh
**LUMO energy (spin up / spin down)**: -0.025 / -0.040 Ha
**Relative energy (zero: lowest compared OMol25 entry of this formula, charge and spin)**: 5.8 kcal/mol

=====

(4)
Molecular formula: C50H44BrCl2MgN3O7S2
Method: DFT, wB97M-V/def2-TZVPD

Structure (XYZ):
```
110
C50H44BrCl2MgN3O7S2 | the OMol25 dataset | wB97M-V/def2-TZVPD
Mg -2.154 1.986 0.215
C 8.010 -1.021 1.416
C 6.551 -0.664 1.286
C 5.797 -0.319 2.409
C 4.460 0.026 2.294
C 3.876 0.028 1.039
C 4.609 -0.279 -0.099
C 5.941 -0.638 0.034
S 2.157 0.449 0.827
O 1.777 1.392 1.940
C 1.435 -1.137 1.309
C 1.054 -1.291 2.658
C 0.419 -2.428 3.050
C 0.116 -3.450 2.114
C -0.583 -4.620 2.501
C -0.891 -5.582 1.584
C -0.509 -5.425 0.232
C 0.177 -4.316 -0.169
C 0.509 -3.296 0.762
C 1.195 -2.108 0.367
C 1.712 -1.963 -1.031
C 2.861 -2.732 -1.415
C 3.546 -3.574 -0.500
C 4.659 -4.265 -0.885
C 5.149 -4.159 -2.205
C 4.519 -3.347 -3.102
C 3.370 -2.606 -2.729
C 2.740 -1.713 -3.634
C 1.675 -0.966 -3.242
C 1.154 -1.103 -1.935
S -0.264 -0.019 -1.545
O -0.107 1.159 -2.448
C -1.461 -1.113 -2.322
C -2.023 -2.147 -1.588
C -3.049 -2.890 -2.143
C -3.533 -2.602 -3.416
C -4.725 -3.334 -3.969
C -2.935 -1.577 -4.141
C -1.909 -0.821 -3.596
H 8.242 -1.373 2.420
H 8.632 -0.145 1.219
H 8.288 -1.791 0.697
H 6.268 -0.318 3.385
H 3.877 0.304 3.165
H 4.142 -0.238 -1.078
H 6.519 -0.893 -0.848
H 1.268 -0.491 3.358
H 0.117 -2.560 4.083
H -0.874 -4.731 3.539
H -1.433 -6.469 1.887
H -0.764 -6.191 -0.488
H 0.467 -4.196 -1.206
H 3.188 -3.658 0.518
H 5.172 -4.901 -0.174
H 6.027 -4.718 -2.500
H 4.892 -3.247 -4.115
H 3.128 -1.624 -4.642
H 1.204 -0.251 -3.907
H -1.672 -2.365 -0.585
H -3.516 -3.675 -1.559
H -4.875 -4.289 -3.467
H -4.621 -3.509 -5.040
H -5.622 -2.728 -3.812
H -3.306 -1.340 -5.132
H -1.472 0.011 -4.136
O -0.224 2.578 0.321
C 0.471 3.612 -0.400
C 0.003 5.008 -0.021
C -1.524 5.207 -0.125
C -2.088 4.662 -1.411
C -2.299 5.478 -2.512
C -2.779 4.930 -3.690
C -3.034 3.570 -3.739
C -2.808 2.816 -2.604
N -2.343 3.339 -1.459
H 0.291 2.326 1.107
H 0.293 3.418 -1.455
H 1.541 3.516 -0.218
H 0.515 5.708 -0.689
H 0.308 5.237 1.003
H -1.751 6.269 -0.043
H -2.003 4.694 0.707
H -2.099 6.539 -2.434
H -2.951 5.554 -4.558
H -3.413 3.096 -4.634
H -3.020 1.753 -2.599
N -1.546 0.257 1.551
H -2.451 0.205 2.025
H -0.842 0.416 2.266
H -1.377 -0.656 1.145
Br 1.108 3.684 6.026
C -0.747 3.520 5.677
C -1.663 3.775 6.682
N -2.977 3.671 6.486
C -3.404 3.281 5.287
C -2.551 3.002 4.227
C -1.186 3.138 4.425
C -3.064 2.440 2.924
O -3.896 1.531 2.979
O -2.534 2.923 1.864
H -1.334 4.067 7.673
H -4.476 3.188 5.156
H -0.486 2.938 3.622
Cl -5.344 3.004 -0.044
C -5.548 1.231 0.130
Cl -7.225 0.778 -0.170
C -4.556 0.531 -0.839
O -4.967 -0.089 -1.795
O -3.320 0.702 -0.506
H -5.300 1.003 1.162
```

**Molar mass**: 1038.16 g mol⁻¹
**Net charge**: 0
**2S+1**: 1
**E_HOMO**: -0.3214 Eh
**LUMO energy**: -0.011 Ha
**Relative energy (zero: lowest compared OMol25 entry of this formula, charge and spin)**: 0.4 kcal/mol